ORCA calculation (ωB97M-V with the def2-TZVPD basis set) on the molecule CH4N2O2.

## Properties
Relative energy (zero: lowest compared OMol25 entry of this formula, charge and spin) = 108.67 kcal/mol
F_max = 10.7 eV/Å
Molar mass = 76.1 g/mol
Electronic energy = -300.3145 a.u.
SMILES string = O/N=C\NO

Structure (XYZ):
```
9
CH4N2O2, DFT ωB97M-V with the def2-TZVPD basis set
O 1.02 1.58 0.26
O -1.70 0.02 -0.41
N 0.78 0.24 0.83
N -0.64 -0.92 -0.63
C 0.38 -0.84 -0.04
H 0.97 -1.75 -0.39
H -2.49 -0.32 -0.74
H 0.03 1.94 -0.04
H 1.65 0.04 1.15
```